Molecular formula: C4H10NO3
Method: DFT, ωB97M-V with the def2-TZVPD basis set

largest force on an atom	3.5	eV/A
molar mass	120.128	u
2S+1	2
Kohn-Sham gap (spin up / spin down)	6.60 / 4.85	eV
DFT total energy	-11935.396	eV
HOMO energy (spin up / spin down)	-9.1 / -8.9	eV
energy relative to the best compared isomer or geometry (same formula, charge and spin)	603.36	kJ/mol

Structure (XYZ):
```
18
Properties=species:S:1:pos:R:3:forces:R:3
C 0.94133 -1.54137 -0.98317 1.54 -1.73 -1.00
C 1.47798 -0.13693 -0.92882 -3.14 1.26 -0.89
C 0.73039 0.99007 -0.26424 0.42 -0.02 0.14
C -0.61567 0.50248 0.40479 -0.07 -0.41 0.01
O -0.46730 -0.47359 1.16049 0.14 0.02 0.11
O -1.60367 1.15309 0.07300 0.04 0.13 -0.05
N 3.05319 0.58692 -1.54556 -0.57 -1.49 0.42
H -0.01387 -1.65715 -1.49646 -0.10 0.79 0.07
H 0.84106 -2.05070 -0.03583 0.01 0.50 0.50
H 1.62675 -2.17227 -1.57566 -0.05 0.17 0.06
H 2.57915 -0.11852 -0.54099 2.07 0.43 0.47
H 1.32250 1.40372 0.55793 -0.16 0.03 0.03
H 0.51913 1.78144 -0.97649 0.14 0.15 -0.09
H 1.66976 0.22607 -2.02445 -0.42 0.08 0.10
H 3.39196 -0.19156 -2.14349 0.23 0.09 0.11
H -3.20586 0.07894 1.31147 -0.28 -0.05 0.15
H -2.20894 -0.81052 1.89588 -0.39 -0.13 0.21
O -3.17480 -0.64712 1.95463 0.58 0.18 -0.34
```
Forces are in eV/Å.

Molecular formula: C4H4O3
Method: DFT, ωB97M-V with the def2-TZVPD basis set

largest force on an atom	0.7	eV/A
molar mass	100.073	u
2S+1	1
Kohn-Sham gap	9.14	eV
DFT total energy	-10350.654	eV
HOMO energy	-9.4	eV
energy relative to the best compared isomer or geometry (same formula, charge and spin)	439.75	kJ/mol

Structure (XYZ):
```
11
Properties=species:S:1:pos:R:3:forces:R:3
O -0.29847 1.86304 -1.04233 -0.12 -0.53 0.33
C -0.50674 0.88831 -0.39829 0.30 0.54 -0.30
O -1.75420 0.22980 -0.60326 -0.15 -0.25 0.25
C -2.05099 -0.76395 0.20420 -0.10 0.13 -0.31
C 0.43705 0.22387 0.55829 -0.22 -0.04 0.09
C 1.63152 -0.40051 -0.02522 0.13 -0.26 -0.15
O 1.69892 0.84142 0.64574 0.07 0.13 0.07
H -3.03270 -1.10072 -0.19776 0.11 0.07 0.08
H 0.01652 -0.17501 1.47438 0.05 0.05 -0.16
H 1.79055 -0.35022 -1.10155 -0.06 0.01 0.14
H 2.06853 -1.25603 0.48579 -0.03 0.15 -0.03
```
Forces are in eV/Å.

Molecular formula: C43H35BCl3N6OZr
Method: DFT, ωB97M-V with the def2-TZVPD basis set

largest force on an atom	4.6	eV/A
molar mass	860.189	u
2S+1	1
Kohn-Sham gap (spin up / spin down)	4.18 / 4.17	eV
DFT total energy	-95674.839	eV
HOMO energy (spin up / spin down)	-1.9 / -1.9	eV
net charge	-1
energy relative to the best compared isomer or geometry (same formula, charge and spin)	618.36	kJ/mol

Structure (XYZ):
```
90
Properties=species:S:1:pos:R:3:forces:R:3
Zr 0.10059 -0.37117 -0.19975 -1.03 3.31 -3.08
C 3.76569 1.69130 3.12177 -0.17 -0.07 -0.01
C 3.32160 1.29183 1.75744 -0.14 -0.10 -0.23
C 3.96139 1.51572 0.56535 -0.29 -0.22 -0.03
C 3.13081 0.98576 -0.44548 -0.42 -0.18 1.41
N 2.03470 0.44525 0.14488 2.27 0.87 0.12
N 2.16414 0.62653 1.49200 0.92 0.43 0.11
B 1.14655 0.13699 2.53460 -0.16 -0.29 -0.33
N 1.01975 -1.39771 2.45653 0.24 -0.78 0.66
N 0.50822 -2.04448 1.38146 0.15 -0.85 0.77
C 0.42612 -3.34988 1.71261 0.46 0.97 0.79
C 0.90272 -3.52309 3.02644 -0.06 0.21 -0.39
C 1.27916 -2.27272 3.45619 -0.11 0.01 -0.17
C 1.88892 -1.91361 4.76587 -0.03 0.18 -0.05
C -0.05069 -4.43489 0.87979 -0.30 -0.72 -0.74
C -0.62626 -5.55692 1.49456 0.17 0.52 -0.03
C -1.05050 -6.63198 0.74762 -0.10 -0.25 -0.24
C -0.91597 -6.62286 -0.63383 0.02 0.13 0.04
C -0.33638 -5.52402 -1.25440 -0.14 -0.34 -0.11
C 0.10157 -4.44775 -0.51133 0.22 0.18 0.51
N -0.24372 0.77243 2.36951 -0.50 0.44 0.65
N -1.07413 0.60912 1.28846 -1.75 1.24 1.55
C -2.16609 1.39659 1.49758 1.31 -0.37 0.85
C -2.01952 2.02969 2.75337 0.17 -0.37 -0.12
C -0.81292 1.63148 3.26169 -0.19 -0.01 -0.26
C -0.19374 2.06041 4.54899 0.13 -0.11 -0.16
C -3.25645 1.65434 0.58042 -0.88 0.05 -0.92
C -4.32705 2.45243 1.02396 0.49 -0.22 0.07
C -5.33147 2.85749 0.17512 -0.27 0.07 -0.15
C -5.32286 2.47455 -1.15823 0.17 -0.06 0.05
C -4.30077 1.65073 -1.60759 -0.37 0.09 -0.06
C -3.29466 1.22865 -0.76041 0.21 -0.18 0.37
C 3.38023 1.08187 -1.86726 -0.05 -0.04 -1.23
C 4.66104 1.41759 -2.33799 -0.29 -0.11 0.34
C 4.90406 1.56912 -3.68671 0.16 0.05 -0.21
C 3.88457 1.39950 -4.61250 -0.17 -0.03 0.11
C 2.61410 1.07172 -4.16149 0.25 0.15 -0.35
C 2.36169 0.90627 -2.81576 0.09 -0.09 0.57
H 4.71342 2.21838 3.04670 0.04 0.03 0.01
H 3.89611 0.82360 3.76893 0.02 0.02 0.06
H 3.03378 2.35121 3.58637 0.02 0.04 0.10
H 4.89737 2.02082 0.44017 0.15 0.13 -0.03
H 1.55448 0.39960 3.60954 0.09 0.16 0.21
H 0.99391 -4.44460 3.56664 0.06 -0.13 0.08
H 2.06822 -2.81904 5.34157 -0.02 -0.02 0.01
H 1.23303 -1.25741 5.33635 0.01 0.04 0.09
H 2.83809 -1.39940 4.62523 0.06 0.05 0.05
H -0.74443 -5.57136 2.56721 -0.05 0.03 0.12
H -1.49468 -7.48617 1.23852 -0.04 -0.06 0.05
H -1.25635 -7.46827 -1.21302 -0.02 -0.05 -0.10
H -0.21645 -5.51515 -2.32802 0.02 0.04 -0.11
H 0.61220 -3.62650 -0.99253 -0.03 0.08 0.02
H -2.69177 2.71706 3.22434 -0.08 0.14 0.05
H -0.86910 2.74539 5.05918 0.01 -0.02 -0.01
H 0.75117 2.57263 4.36947 0.06 0.05 0.08
H 0.00647 1.20847 5.20033 0.01 0.03 0.06
H -4.35973 2.78179 2.05082 0.00 0.03 0.08
H -6.12625 3.48420 0.55793 -0.03 0.05 0.00
H -6.09274 2.82211 -1.83324 -0.06 -0.02 -0.04
H -4.28714 1.33847 -2.64370 0.07 -0.03 -0.05
H -2.48197 0.63300 -1.17181 -0.12 0.26 0.18
H 5.47599 1.55438 -1.64150 0.05 0.00 0.08
H 5.89873 1.82708 -4.02619 0.07 0.00 0.01
H 4.07761 1.52265 -5.66940 0.02 0.02 -0.06
H 1.80926 0.94919 -4.87274 -0.08 -0.03 0.00
H 1.35372 0.68812 -2.47001 0.07 0.12 -0.10
Cl -3.55449 -3.81556 -5.25244 -0.34 -0.16 -0.27
C -2.35593 -3.10938 -4.22786 0.23 0.07 0.18
C -2.68105 -2.79386 -2.91951 0.41 0.19 0.13
C -1.69774 -2.24048 -2.11290 0.23 -0.11 -0.71
Cl -2.02854 -1.86611 -0.44937 -0.99 -0.65 -0.04
C -0.37421 -1.99348 -2.55295 -0.51 -0.51 -0.73
O 0.54608 -1.52125 -1.78560 0.25 -1.44 -1.21
C -0.11669 -2.35825 -3.89608 -0.20 -0.01 0.23
Cl 1.49770 -2.12587 -4.45210 0.12 -0.09 -0.22
C -1.07962 -2.89763 -4.73116 0.07 0.15 0.42
H -3.66615 -2.97442 -2.52354 -0.14 -0.02 0.00
H -0.82765 -3.15202 -5.74817 -0.02 -0.04 -0.08
C -0.31775 1.39009 -1.23279 1.01 -3.60 1.41
C -0.56023 2.72787 -1.04962 -0.15 1.47 -0.08
C -0.07647 3.39239 0.12661 0.03 -0.46 -0.38
C -0.42946 4.68270 0.41863 -0.07 0.49 0.14
C -1.23426 5.42152 -0.44379 -0.01 0.19 0.07
C -1.64165 4.83675 -1.64179 -0.18 0.29 0.02
C -1.31792 3.54184 -1.94921 0.12 -0.33 0.21
H 0.58591 2.83785 0.78675 -0.13 0.02 0.01
H -0.08200 5.13192 1.34445 0.03 0.04 0.00
H -1.52429 6.43433 -0.19910 0.01 0.07 0.01
H -2.23134 5.41665 -2.34274 -0.06 0.04 -0.03
H -1.65965 3.09790 -2.87639 0.01 -0.04 -0.03
```
Forces are in eV/Å.

Molecular formula: C3H4N2O
Method: DFT, ωB97M-V with the def2-TZVPD basis set

SMILES string	On1ccnc1
largest force on an atom	3.6	eV/A
molar mass	84.078	u
2S+1	1
Kohn-Sham gap	9.58	eV
DFT total energy	-8200.803	eV
HOMO energy	-8.9	eV
energy relative to the best compared isomer or geometry (same formula, charge and spin)	297.36	kJ/mol

Structure (XYZ):
```
10
Properties=species:S:1:pos:R:3:forces:R:3
C 0.74438 0.59108 1.19518 -1.00 0.23 -1.36
C 0.27290 0.57131 -0.10514 1.53 2.71 -1.09
C -0.51130 -1.13885 0.97489 0.78 1.10 -2.24
N 0.20985 -0.47756 1.79082 1.17 -0.25 3.43
N -0.41178 -0.56114 -0.24992 0.11 0.66 1.97
O -1.10288 -0.89524 -1.32825 -1.48 -2.57 -0.25
H 1.35841 1.31397 1.69467 0.05 0.10 0.06
H 0.33369 1.34789 -0.91499 0.05 -1.13 0.87
H -0.82471 -2.09880 1.01911 -1.37 -2.69 0.67
H -0.95026 -0.19012 -1.89816 0.15 1.84 -2.05
```
Forces are in eV/Å.

Molecular formula: C7H15NO
Method: DFT, ωB97M-V with the def2-TZVPD basis set

largest force on an atom	1.8	eV/A
molar mass	129.203	u
2S+1	1
Kohn-Sham gap	8.16	eV
DFT total energy	-11033.414	eV
HOMO energy	-7.4	eV
energy relative to the best compared isomer or geometry (same formula, charge and spin)	700.55	kJ/mol

Structure (XYZ):
```
24
Properties=species:S:1:pos:R:3:forces:R:3
C -0.87695 0.65481 -0.65199 0.87 0.45 -1.14
C -1.94205 -0.07163 -1.45185 -0.01 -0.05 -0.03
C 1.20130 0.17859 -1.49787 -1.36 0.11 0.86
N 1.02343 0.17006 -2.82395 0.00 0.11 -0.47
C 2.05155 0.32937 -0.55462 0.12 -0.36 1.05
H 0.12928 -0.08163 -3.21701 0.06 -0.04 0.17
H 1.55196 0.81938 -3.38826 -0.06 -0.01 0.11
H -1.26006 1.15300 0.23557 0.15 -0.35 0.28
H -0.48124 1.48924 -1.22397 -0.13 0.11 -0.27
H 1.57123 0.22071 0.54518 0.27 0.41 -0.92
H 3.11413 0.13257 -0.52837 0.07 0.08 -0.23
H -2.58590 -0.71537 -0.84376 0.07 -0.02 -0.01
H -1.50938 -0.73130 -2.21013 -0.01 0.00 0.01
H -2.61149 0.61618 -1.97955 0.02 -0.01 0.08
C 0.79527 0.24288 2.86186 0.01 0.02 -0.04
C -0.43135 -0.85140 0.95019 0.96 -0.56 1.45
C 0.77290 -0.60646 1.61960 -1.24 -0.52 -0.07
O -1.58426 -0.59546 1.67610 0.17 0.25 -0.38
H -2.35411 -0.66793 1.10075 0.06 0.05 -0.01
H -0.48733 -1.69836 0.27415 -0.06 0.17 -0.15
H 1.52289 -1.38577 1.54794 0.09 0.16 -0.25
H 1.81570 0.54523 3.10897 -0.07 -0.02 0.01
H 0.19682 1.14492 2.72886 0.00 0.01 0.00
H 0.37766 -0.29163 3.72214 0.04 0.02 -0.05
```
Forces are in eV/Å.

Molecular formula: C22H38NO2OsP3S
Method: DFT, ωB97M-V with the def2-TZVPD basis set

largest force on an atom	4.6	eV/A
molar mass	663.770	u
2S+1	5
Kohn-Sham gap (spin up / spin down)	2.92 / 4.47	eV
DFT total energy	-70141.042	eV
HOMO energy (spin up / spin down)	-15.0 / -19.1	eV
net charge	+4
energy relative to the best compared isomer or geometry (same formula, charge and spin)	0.00	kJ/mol

Structure (XYZ):
```
68
Properties=species:S:1:pos:R:3:forces:R:3
P -1.36903 -2.65484 1.70332 -0.75 -3.39 1.97
C -0.11616 -3.79177 2.38726 1.03 0.93 -0.55
H -0.62216 -4.67262 2.81480 -0.09 0.31 -0.21
H 0.48425 -3.25755 3.13477 -0.19 -0.31 -0.08
H 0.54132 -4.08459 1.55584 -0.09 -0.16 0.35
C -2.39209 -2.30926 3.17635 -0.06 1.57 -0.57
H -3.42075 -2.06263 2.88741 0.16 -0.13 0.15
H -1.94646 -1.41978 3.64607 -0.23 -0.29 0.26
H -2.36140 -3.14877 3.87902 0.13 -0.06 -0.27
C -2.30062 -3.83098 0.63529 0.31 0.82 -1.06
H -3.05217 -4.40147 1.19303 0.15 0.26 0.22
H -1.57576 -4.51026 0.16444 -0.19 0.18 0.19
H -2.79096 -3.27581 -0.17318 -0.19 -0.43 0.09
P 0.34259 0.25129 -3.58247 -0.14 0.00 0.72
C 2.01792 -0.38452 -3.43245 0.00 -0.12 0.27
H 2.41501 -0.46367 -4.45313 0.02 0.00 0.18
H 2.02148 -1.37638 -2.96977 0.12 0.12 -0.12
H 2.63941 0.30867 -2.85473 -0.04 -0.19 -0.14
C -0.52653 -0.97471 -4.58221 -0.10 0.20 -0.32
H -1.57543 -0.69988 -4.73085 0.19 -0.06 -0.14
H -0.48149 -1.94309 -4.06015 0.05 0.30 -0.13
H -0.02791 -1.08185 -5.55299 -0.16 0.01 0.08
C 0.59033 1.92340 -4.22209 -0.40 0.08 -0.27
H 0.75841 1.89592 -5.30266 0.03 0.07 0.05
H 1.48152 2.34416 -3.73493 -0.22 -0.15 -0.12
H -0.26967 2.56642 -4.00340 0.20 -0.11 -0.22
P 0.40898 2.73566 2.15721 0.96 1.98 2.58
C 2.08801 3.00589 2.81164 0.37 -0.88 -0.64
H 2.08170 3.93903 3.39633 -0.05 -0.27 -0.17
H 2.76728 3.09632 1.95086 0.03 0.16 0.41
H 2.38678 2.14047 3.41922 -0.04 0.37 -0.13
C 0.09989 4.41084 1.45336 -0.61 -0.68 -1.02
H 0.72800 5.14833 1.97221 -0.16 -0.29 -0.03
H -0.96095 4.68984 1.50238 0.27 0.00 0.09
H 0.39327 4.36674 0.39172 0.01 0.36 0.29
C -0.55439 2.56457 3.71303 -0.41 -1.17 -0.72
H -0.62068 3.49851 4.28662 0.14 -0.03 -0.33
H -0.04484 1.77958 4.29394 -0.19 0.33 -0.06
H -1.55910 2.19644 3.45591 0.11 0.27 0.39
Os -0.93653 0.42822 -1.44892 3.78 -0.97 -0.79
C -0.29937 -1.38993 -1.24713 2.24 -3.68 0.55
O 0.09141 -2.48674 -1.14409 -1.59 3.87 -0.41
C 0.69729 1.31923 -0.87944 4.32 1.33 0.94
O 1.70957 1.84588 -0.61032 -4.05 -1.88 -1.03
C -2.17866 2.21976 -1.65604 -0.36 1.70 -0.65
C -2.14000 1.93582 -0.29410 0.19 0.58 0.99
C -2.35529 0.62944 0.15220 -1.48 0.00 2.14
C -2.88183 -0.31720 -0.74068 -0.63 -0.50 0.51
C -2.96669 -0.01918 -2.09925 -1.28 -0.96 -1.10
C -2.60264 1.24593 -2.56443 -0.45 0.55 -1.01
H -1.86074 3.18973 -2.02146 -0.21 0.03 0.07
H -1.84815 2.69771 0.42848 0.11 -0.15 -0.32
H -2.24299 0.38160 1.21358 -0.11 0.17 -0.47
H -3.16323 -1.29270 -0.36722 0.11 -0.03 -0.17
H -3.25665 -0.77692 -2.81869 -0.20 0.02 0.16
H -2.61876 1.47311 -3.61926 -0.12 0.00 -0.15
S 1.79174 -0.70058 2.55717 -0.55 0.30 -0.22
C 3.22292 -1.23703 1.85312 -0.22 -1.45 0.15
N 4.08703 -0.30311 1.29391 0.37 2.08 -0.35
C 5.29159 -0.64264 0.72313 -0.16 0.54 -0.26
C 5.59479 -1.97786 0.53659 -0.10 0.07 0.32
C 4.82136 -2.95016 1.19532 0.49 -1.30 -0.38
C 3.63687 -2.58315 1.81780 -0.62 0.88 0.38
H 3.78961 0.67619 1.32223 0.48 -0.73 0.09
H 5.94161 0.19167 0.45579 -0.22 -0.39 -0.15
H 6.42436 -2.24805 -0.10856 0.13 0.02 0.38
H 5.14554 -3.98933 1.21856 -0.14 0.31 -0.16
H 2.98024 -3.30319 2.29630 0.25 -0.03 -0.06
```
Forces are in eV/Å.